H5OS2 | ωB97M-V/def2-TZVPD

Each line ends with the Löwdin charge.
Cartesian coordinates (Å):
O -2.70040 -1.43692 0.02538  -0.044
H 0.99026 0.86656 0.32649  -0.288
H -2.00274 -1.95985 0.42427  0.019
S 1.92908 1.92373 0.14840  0.787
H 1.73572 3.24885 0.05963  -0.093
H -2.34280 -0.79712 -0.59028  0.007
H 1.52205 -1.26159 0.28944  -0.117
S 0.86883 -0.58366 -0.68333  0.728

Calculated values
- energy above the lowest of the compared OMol25 structures with the same formula, charge and spin (kJ/mol) = 461.9
- largest force on an atom (eV/A) = 4.12
- charge = +1
- LUMO level (eV) = -10.43
- electronic energy (eV) = -23785.9337
- HOMO level (eV) = -14.8

H5P3 | ωB97M-V/def2-TZVPD

Each line ends with the Löwdin charge.
Cartesian coordinates (Å):
H -0.27363 -1.22343 2.19354  -0.214
H 2.15106 -0.44253 -0.96458  0.046
P -0.40319 -1.00192 -0.33202  0.146
P -0.51161 0.97149 -1.16245  0.308
H -1.57117 1.63732 -0.57611  -0.160
P 0.22628 -0.10626 1.58376  0.337
H 1.52478 -0.60611 1.49532  -0.199
H -1.14252 0.77144 -2.23746  -0.263

Calculated values
- energy above the lowest of the compared OMol25 structures with the same formula, charge and spin (kJ/mol) = 326.1
- largest force on an atom (eV/A) = 4.72
- LUMO level (spin up / spin down) (eV) = -0.82 / -1.38
- electronic energy (eV) = -27942.4153
- HOMO level (spin up / spin down) (eV) = -8.2 / -8.9

H5PSi | ωB97M-V/def2-TZVPD

Each line ends with the Löwdin charge.
Cartesian coordinates (Å):
H 0.43192 -1.84393 1.00671  -0.149
H -0.97547 -1.40850 -0.70272  -0.133
H -1.03575 1.97872 0.92710  -0.214
H 0.14149 1.57355 -1.03135  -0.017
H 1.11441 -0.92909 -1.04339  -0.103
Si 0.09049 -0.75702 0.10252  0.202
P 0.23291 1.38629 0.74114  0.414

Calculated values
- energy above the lowest of the compared OMol25 structures with the same formula, charge and spin (kJ/mol) = 121.4
- largest force on an atom (eV/A) = 3.64
- LUMO level (eV) = 0.18
- electronic energy (eV) = -17245.0950
- HOMO level (eV) = -10.0

H5S3 | ωB97M-V/def2-TZVPD

Each line ends with the Löwdin charge.
Cartesian coordinates (Å):
H 0.84724 -2.10287 -1.67301  -0.246
H -0.60355 0.02815 2.14093  -0.209
H 0.62397 -0.98678 1.01841  -0.380
H -0.91351 2.58106 -0.55659  -0.220
S -0.12268 -1.92294 -0.75930  0.434
S -0.18154 2.00069 -1.51941  0.465
H -0.30475 0.82202 -0.89763  -0.318
S 0.65482 -0.41934 2.24660  0.473

Calculated values
- energy above the lowest of the compared OMol25 structures with the same formula, charge and spin (kJ/mol) = 0.0
- largest force on an atom (eV/A) = 0.57
- LUMO level (spin up / spin down) (eV) = 0.63 / -3.10
- spin multiplicity = 2
- electronic energy (eV) = -32584.8796
- HOMO level (spin up / spin down) (eV) = -9.6 / -9.6

H64O32 | ωB97M-V/def2-TZVPD

Each line ends with the Löwdin charge.
Cartesian coordinates (Å):
H 0.41153 -3.38799 -1.30841  -0.029
H -1.92434 4.83698 1.51429  0.021
H 1.12960 -3.03029 -2.59228  0.041
H -4.06446 -0.39582 -3.22911  0.070
O -3.44374 -0.72170 2.67377  -0.024
H -4.04383 -0.39719 3.34520  0.080
O -1.45730 1.95000 5.33215  -0.040
H -0.95771 1.50337 -0.15745  -0.002
H 0.10533 -0.21984 0.82265  0.009
O -1.28825 2.37903 -0.35793  -0.043
O -2.20177 -2.18393 0.80767  -0.057
O -2.21070 -2.13193 -5.08259  -0.054
H -0.60533 -3.51114 2.82205  -0.016
H 3.83583 -0.53316 4.13288  0.023
O 1.07268 3.73398 -4.26296  -0.054
H 1.17082 4.49637 -0.61134  0.071
O 4.04893 -1.78726 -3.62969  -0.045
H -4.11431 -2.96338 -0.83107  -0.027
H -3.47425 -0.05877 1.98397  0.045
H -1.50352 -1.62824 0.46144  0.016
H 3.54241 -1.76438 4.96348  0.082
O 3.31859 -1.33857 4.13594  -0.044
O -1.08248 -4.17204 -0.76793  -0.022
H -0.74015 -4.81568 -0.14763  0.072
O -0.87150 -0.32114 3.89536  -0.031
H -1.64691 -0.79809 3.59957  0.011
H -0.13382 -0.84445 3.58199  0.029
O -3.57074 -0.22631 -2.42678  -0.025
H 3.92708 1.83151 2.86005  -0.008
H -3.18674 -4.13951 -1.05070  -0.004
H -1.68127 1.65120 -5.74795  0.011
O -4.10845 -3.91635 -0.92075  -0.049
H -1.62144 -1.41343 -4.85290  -0.014
H -2.03452 1.78294 6.07722  0.068
H 2.85113 -5.28668 0.83256  0.063
O -1.54223 -3.55222 3.01378  -0.063
H -5.33468 -0.46474 0.15193  0.020
H -1.74065 -2.62134 -5.75768  0.028
O 1.33593 -2.83824 3.05116  -0.043
H -0.00294 -0.02497 -2.82483  -0.011
H -4.16728 1.49610 -0.81502  0.021
O -5.07479 -1.35101 -0.09951  -0.046
O -2.56813 4.12928 1.54473  -0.064
H -0.59759 0.91547 -4.98886  -0.033
H -4.03143 -0.72458 -1.75171  0.011
H 1.99850 3.47552 -1.36281  -0.004
O 1.15928 -2.89439 -1.64524  -0.049
H 0.73202 2.94794 -4.68996  0.006
H -1.50326 0.14193 -2.93912  0.017
H 1.92373 -2.24757 3.52214  -0.016
O 1.27960 0.89338 -2.28748  -0.007
H 4.80447 -0.20600 -1.86483  0.069
H -0.50774 2.88351 -0.58714  -0.002
H -1.95886 -3.11898 2.26882  -0.033
H 2.08343 3.32435 2.84535  0.002
O 1.24211 3.55719 -0.78193  -0.037
O -2.96097 2.18358 -3.90409  -0.032
O 2.99773 3.50117 2.62393  -0.042
H 1.75887 3.41145 -3.67870  -0.042
H 4.08898 3.79937 -2.77833  0.086
O 2.25936 -4.53932 0.91905  -0.026
H 3.30025 -1.98269 -4.19318  0.039
H 3.23590 4.25120 3.16887  0.057
H -3.78875 2.66042 -3.84379  0.044
H -1.38640 -3.44855 -0.21982  0.009
H -2.21581 3.45899 0.95923  -0.031
H 0.97021 1.05128 2.25439  0.048
H 2.13164 0.55187 -2.01614  0.042
H 2.34805 0.55269 1.87380  0.045
H 3.74797 -2.90046 1.55854  -0.012
O 0.71938 2.87871 4.37745  -0.051
O 4.43274 1.14024 3.28746  -0.035
H -2.87922 1.73716 -3.06132  -0.008
H -4.81148 2.38940 0.22368  0.055
H 0.46647 3.80153 4.35155  0.043
H -2.85381 -1.56882 1.14341  0.012
H 3.67833 -1.28541 -2.90371  -0.012
O -0.71869 -0.02827 -3.46037  -0.049
H 2.08355 -4.26694 0.01842  0.024
H 5.25599 1.10882 2.80012  0.058
H 1.91648 -3.37344 2.51009  -0.008
H 4.23282 -1.91583 2.60128  -0.026
H -1.45864 1.12970 4.83886  0.000
O -0.39211 -0.32273 0.01135  -0.035
H 3.60921 2.37878 -2.56940  0.018
O 4.32577 0.52380 -2.25784  -0.033
H -0.07464 2.41987 4.65176  -0.038
O 1.41646 0.38744 1.72865  -0.010
H 1.16822 1.69466 -1.77583  0.031
O -0.76883 1.36952 -5.81393  -0.065
O 4.51194 -2.38348 1.81412  -0.057
H -5.31561 -1.89381 0.65122  0.065
O -4.56998 1.47900 0.05318  -0.030
O 3.29379 3.27582 -2.67927  -0.019
H 0.26945 -0.30147 -0.68012  0.030
H 4.99903 1.17626 -2.45083  0.061

Calculated values
- energy above the lowest of the compared OMol25 structures with the same formula, charge and spin (kJ/mol) = 333.6
- largest force on an atom (eV/A) = 1.81
- LUMO level (eV) = -0.62
- electronic energy (eV) = -66562.6246
- HOMO level (eV) = -10.1

H6N2 | ωB97M-V/def2-TZVPD

Each line ends with the Löwdin charge.
Cartesian coordinates (Å):
H 3.59746 1.83525 -3.39898  0.005
H -1.20187 3.53853 -1.66119  0.004
H 3.01739 1.08334 -2.05354  0.004
N -1.89606 3.94815 -1.02799  -0.014
H 4.51335 1.77160 -2.03180  0.005
H -1.51540 3.87245 -0.07932  0.005
N 3.86302 1.23323 -2.61305  -0.014
H -1.94812 4.94762 -1.24929  0.005

Calculated values
- energy above the lowest of the compared OMol25 structures with the same formula, charge and spin (kJ/mol) = 11.6
- largest force on an atom (eV/A) = 0.51
- LUMO level (eV) = 0.88
- electronic energy (eV) = -3077.6019
- HOMO level (eV) = -10.2
- SMILES string = N.N